# 1
{
  "formula": "C25H78NO27PS",
  "method": "ωB97M-V/def2-TZVPD",
  "symbols": ["C", "C", "C", "O", "O", "C", "C", "C", "C", "C", "C", "C", "C", "C", "C", "C", "C", "P", "C", "O", "N", "C", "C", "C", "C", "C", "O", "C", "C", "C", "C", "S", "H", "H", "H", "H", "H", "H", "H", "H", "H", "H", "H", "H", "H", "H", "H", "H", "H", "H", "H", "H", "H", "H", "H", "H", "H", "H", "H", "H", "H", "H", "H", "H", "O", "H", "H", "O", "H", "H", "O", "H", "H", "O", "H", "H", "O", "H", "H", "O", "H", "H", "O", "H", "H", "O", "H", "H", "O", "H", "H", "O", "H", "H", "O", "H", "H", "O", "H", "H", "O", "H", "H", "O", "H", "H", "O", "H", "H", "O", "H", "H", "O", "H", "H", "O", "H", "H", "O", "H", "H", "O", "H", "H", "O", "H", "H", "O", "H", "H", "O", "H", "H"],
  "coordinates": [[2.70546, 2.08025, 2.41218], [3.04110, 0.72371, 2.48330], [3.29909, 0.02224, 1.11248], [4.41314, -0.31490, 0.80137], [2.18326, -0.22002, 0.33878], [2.31164, 0.28879, -1.02522], [0.93838, -0.03076, -1.71813], [0.15477, 1.21205, -2.28031], [0.03239, 2.44455, -1.30089], [-0.14944, 3.74429, -2.19730], [-1.58046, 4.41009, -2.05413], [-2.61948, 3.25585, -2.17934], [-2.66886, 2.53334, -3.45865], [-3.58685, 1.40970, -3.59200], [-4.41687, 1.06867, -2.44606], [-4.40029, 1.80415, -1.16219], [-3.46535, 2.95132, -1.02256], [-3.40513, 3.92969, 0.58961], [-2.58730, 2.89727, 1.93285], [-5.04290, 4.19668, 0.97249], [-5.26812, 1.42846, -0.04336], [-5.16993, 0.00824, 0.25783], [-4.94929, -0.47648, 1.61921], [-4.80537, -1.91790, 1.91300], [-4.89451, -2.92700, 0.86284], [-4.70457, -4.45148, 1.20842], [-3.53385, -5.03507, 0.61882], [-2.34643, -4.80953, 1.39780], [-1.39533, -3.81059, 0.54783], [-5.15678, -2.45955, -0.51687], [-5.28487, -1.03419, -0.79437], [-5.56280, -0.36602, -2.48239], [3.41702, 2.81020, 2.86685], [1.75716, 2.39979, 1.91396], [3.07236, 0.19809, 3.46820], [2.62469, 1.36507, -1.06565], [3.11878, -0.28045, -1.57535], [0.31747, -0.67249, -1.03988], [1.18377, -0.67576, -2.61068], [0.57324, 1.47725, -3.28338], [-0.89998, 0.84966, -2.46458], [0.95167, 2.61773, -0.67050], [-0.81011, 2.26932, -0.58374], [0.63270, 4.49842, -1.91196], [-0.00126, 3.53554, -3.29319], [-1.61556, 4.97501, -1.09146], [-1.72963, 5.16635, -2.87866], [-1.97439, 2.86174, -4.27129], [-3.60801, 0.86107, -4.56281], [-1.61172, 3.40608, 2.17377], [-2.44088, 1.81495, 1.67710], [-3.22055, 3.02443, 2.86222], [-5.24187, 3.85801, 1.86290], [-6.23072, 1.55127, -0.40207], [-4.88622, 0.24990, 2.46081], [-4.61472, -2.17516, 2.98512], [-5.58210, -5.01892, 0.78261], [-4.65759, -4.62017, 2.31484], [-1.74511, -5.75808, 1.51689], [-2.53812, -4.39694, 2.42059], [-1.36442, -2.80611, 1.05191], [-1.81284, -3.76079, -0.49153], [-0.35316, -4.20325, 0.46523], [-5.23021, -3.19114, -1.36095], [1.64298, -0.86091, -4.71488], [2.32844, -0.17619, -4.72964], [1.75049, -1.31757, -5.56024], [1.73100, 4.95796, -4.07215], [1.78802, 5.89334, -4.30860], [2.61418, 4.74730, -3.74823], [4.25977, 0.45736, -5.06825], [4.90003, -0.01284, -4.52190], [4.79281, 0.85991, -5.76257], [3.84837, 3.89856, 4.75412], [4.63060, 3.68843, 5.27542], [3.11837, 3.85741, 5.38492], [5.18821, -0.23346, 5.11639], [5.87777, 0.43868, 5.15457], [5.32699, -0.65876, 4.26251], [4.35068, -3.17583, 0.67431], [3.43993, -3.25115, 0.35572], [4.56404, -2.23897, 0.54488], [0.38901, -4.34204, 3.21725], [0.42396, -3.40760, 2.98039], [1.27226, -4.52774, 3.55942], [-4.86253, -6.90838, 3.78743], [-4.34592, -6.54458, 3.05914], [-4.21622, -7.03457, 4.49407], [3.50126, -2.83660, -5.76974], [3.35925, -3.27244, -4.91403], [3.97102, -3.49585, -6.29122], [-0.48670, 5.15268, -6.14892], [0.04911, 5.49710, -6.87221], [0.14944, 4.99429, -5.43842], [7.53706, 1.73661, 6.60157], [8.32382, 1.52533, 7.11756], [6.82048, 1.71073, 7.24713], [-1.30097, 7.77079, -5.28037], [-1.39246, 6.81635, -5.41262], [-2.01076, 8.14488, -5.81273], [1.91031, 2.73221, 6.75231], [1.92886, 1.77889, 6.91023], [0.97842, 2.92665, 6.60417], [3.65985, -4.67317, -3.64556], [4.56747, -4.91507, -3.42783], [3.14288, -5.44720, -3.39347], [0.65535, 0.07545, 5.77441], [0.54838, -0.85914, 5.56421], [0.01811, 0.51617, 5.20323], [2.15674, -4.40035, 0.49169], [2.98100, -4.53634, 0.97497], [1.47342, -4.45463, 1.17622], [-0.94441, -2.36456, -3.11676], [-0.30266, -2.83530, -2.57243], [-0.40712, -1.95359, -3.80637], [0.51156, 1.67244, -5.97316], [0.53554, 0.73097, -5.74700], [-0.42721, 1.86665, -6.07327], [2.15384, -2.86142, 3.04407], [2.42031, -2.19096, 3.68443], [2.83712, -2.81727, 2.35826], [7.87933, -0.69397, 4.22355], [8.14169, -0.00283, 4.84523], [8.54773, -0.65154, 3.53002], [-0.01253, -0.66333, 3.37282], [0.66357, 0.02204, 3.45520], [0.15702, -1.05091, 2.50439], [-3.69600, 6.55534, -6.44235], [-3.62169, 5.61919, -6.22199], [-4.64566, 6.70626, -6.50885], [-4.62182, -8.55076, 6.35889], [-4.50999, -9.48021, 6.58670], [-5.57734, -8.43838, 6.29353]],
  "molar_mass_g_mol": 887.920,
  "homo_lumo_gap_ev": 7.3,
  "max_force_ha_per_bohr": 0.0684,
  "homo_ev": -7.66
}

# 2
{
  "formula": "C26H104O26",
  "method": "ωB97M-V/def2-TZVPD",
  "symbols": ["C", "O", "H", "H", "H", "H", "C", "O", "H", "H", "H", "H", "C", "O", "H", "H", "H", "H", "C", "O", "H", "H", "H", "H", "C", "O", "H", "H", "H", "H", "C", "O", "H", "H", "H", "H", "C", "O", "H", "H", "H", "H", "C", "O", "H", "H", "H", "H", "C", "O", "H", "H", "H", "H", "C", "O", "H", "H", "H", "H", "C", "O", "H", "H", "H", "H", "C", "O", "H", "H", "H", "H", "C", "O", "H", "H", "H", "H", "C", "O", "H", "H", "H", "H", "C", "O", "H", "H", "H", "H", "C", "O", "H", "H", "H", "H", "C", "O", "H", "H", "H", "H", "C", "O", "H", "H", "H", "H", "C", "O", "H", "H", "H", "H", "C", "O", "H", "H", "H", "H", "C", "O", "H", "H", "H", "H", "C", "O", "H", "H", "H", "H", "C", "O", "H", "H", "H", "H", "C", "O", "H", "H", "H", "H", "C", "O", "H", "H", "H", "H", "C", "O", "H", "H", "H", "H"],
  "coordinates": [[-1.02584, 4.55247, -1.56942], [-1.95896, 3.54006, -1.21265], [-1.32449, 5.11466, -2.45419], [-0.97478, 5.25917, -0.74114], [-0.05001, 4.09623, -1.73589], [-2.17678, 3.12512, -2.05049], [-2.34332, -1.82281, -2.56215], [-2.14336, -3.01869, -3.25097], [-1.99235, -1.93923, -1.53679], [-1.91600, -0.98308, -3.11021], [-3.40931, -1.63863, -2.42865], [-1.19256, -3.01904, -3.38358], [3.37243, -3.10443, 4.32302], [2.70438, -3.40402, 5.53085], [2.69659, -2.59572, 3.63559], [4.22677, -2.43459, 4.42052], [3.68127, -4.00243, 3.78792], [3.33424, -3.94163, 6.01648], [-2.36688, -5.88007, -0.90542], [-1.42177, -6.83687, -0.46643], [-2.81223, -6.16141, -1.85968], [-3.11851, -5.65732, -0.14810], [-1.96456, -4.86937, -0.97407], [-0.89304, -6.47199, 0.24695], [-0.32672, 3.03041, 4.40995], [0.92182, 3.66482, 4.74467], [-0.20812, 2.57041, 3.42891], [-0.69618, 2.36464, 5.18991], [-1.11822, 3.76225, 4.24857], [1.48839, 3.10090, 5.27626], [3.33810, -0.09458, 1.56837], [4.39217, -1.05891, 1.51503], [2.44891, -0.56385, 1.98937], [3.61027, 0.77496, 2.16663], [3.17967, 0.26888, 0.55304], [5.15738, -0.68295, 1.07377], [2.16037, 0.33795, 5.21483], [2.57886, 1.53974, 5.74542], [2.42853, -0.47557, 5.88891], [1.10641, 0.46855, 4.96948], [2.60335, 0.16460, 4.23410], [2.12681, 1.69050, 6.57879], [0.91872, -6.63953, 2.77302], [0.24173, -6.03839, 1.70436], [1.95999, -6.80254, 2.49501], [0.85219, -5.98528, 3.64228], [0.42459, -7.55017, 3.11168], [0.83255, -5.31901, 1.46974], [-0.58474, -3.01979, 2.36657], [-1.05607, -1.65542, 2.16437], [-1.30805, -3.61594, 2.92291], [-0.33771, -3.46536, 1.40295], [0.35530, -3.01857, 2.91833], [-1.31429, -1.34792, 3.03636], [-5.59555, 0.19282, -1.36782], [-6.28311, -0.07243, -2.57491], [-4.63225, 0.69136, -1.47545], [-6.19657, 0.86055, -0.75056], [-5.37366, -0.68979, -0.76792], [-7.04026, -0.62725, -2.37372], [-4.38199, -2.91252, 1.29662], [-5.42632, -3.40198, 0.48973], [-3.63466, -3.69851, 1.40542], [-3.96043, -2.05577, 0.77090], [-4.73020, -2.62702, 2.28925], [-5.74825, -4.24049, 0.82866], [-2.53509, -0.19304, 5.39206], [-1.41429, -0.92891, 4.93582], [-3.09988, 0.35821, 4.64025], [-3.25931, -0.84748, 5.87717], [-2.16738, 0.52626, 6.12384], [-1.13145, -1.42199, 5.70943], [1.17492, -4.89180, -3.40475], [0.41709, -3.73519, -3.01321], [0.98259, -5.12782, -4.45136], [2.25020, -4.76269, -3.28139], [0.86823, -5.82676, -2.93584], [0.84933, -3.29308, -2.27883], [-1.68640, 5.18014, 1.90209], [-1.89060, 3.83756, 1.52578], [-2.08615, 5.95054, 1.24271], [-2.01475, 5.33514, 2.92984], [-0.61739, 5.35717, 1.78389], [-2.02035, 3.72893, 0.58081], [3.63027, -4.50240, 0.35392], [2.29281, -4.37662, 0.75131], [4.20521, -4.91184, 1.18452], [3.57576, -5.17640, -0.50098], [3.92858, -3.51267, 0.00818], [1.99826, -3.55495, 0.35168], [0.86427, -1.27306, -5.50407], [-0.38081, -1.55539, -6.07313], [1.24574, -2.06556, -4.86022], [1.55706, -1.08442, -6.32416], [0.74363, -0.37374, -4.90012], [-0.39781, -2.50932, -6.17952], [3.76539, 1.90465, -1.99877], [3.68240, 1.88007, -3.42474], [4.73100, 1.61630, -1.58338], [3.52450, 2.93633, -1.74245], [2.98297, 1.31038, -1.52678], [4.36459, 2.47487, -3.74475], [-3.59867, 1.19728, 1.97849], [-3.52274, 2.33032, 2.84559], [-4.29228, 0.45687, 2.37700], [-4.02933, 1.54522, 1.03958], [-2.62520, 0.70741, 1.95638], [-2.82926, 2.92308, 2.54671], [2.77650, 6.80086, 0.39855], [2.57806, 5.78553, -0.60318], [1.91927, 6.87812, 1.06735], [3.63805, 6.49670, 0.99296], [3.00945, 7.77361, -0.03456], [2.46876, 4.94781, -0.14724], [1.24949, 4.02639, -4.14961], [1.12333, 2.63456, -4.12036], [0.32104, 4.59732, -4.13955], [1.86924, 4.35383, -3.31487], [1.84283, 4.33479, -5.01039], [2.00549, 2.27093, -4.01474], [1.91551, 3.36471, 1.59176], [3.07518, 3.41079, 0.77203], [1.78038, 4.25042, 2.21255], [1.03081, 3.14003, 0.99601], [2.03223, 2.50340, 2.24950], [3.80582, 3.65105, 1.34653], [-5.53716, 3.98203, -1.63777], [-6.22299, 5.21209, -1.49122], [-6.30250, 3.28508, -1.97926], [-4.71842, 4.07199, -2.35170], [-5.21831, 3.61673, -0.66156], [-5.57508, 5.92038, -1.47959], [2.66090, -1.61543, -1.85610], [1.62340, -2.21725, -1.08680], [3.08832, -2.40234, -2.47753], [2.18052, -0.77570, -2.35828], [3.43321, -1.14692, -1.24609], [1.15650, -1.49150, -0.66620], [5.54918, -0.84627, -4.02100], [4.17506, -0.73246, -4.38276], [5.63427, -0.47246, -3.00064], [5.89259, -1.88063, -4.00439], [6.22300, -0.29878, -4.68003], [3.83251, 0.06013, -3.96314], [-2.25103, 2.09636, -4.65508], [-2.87407, 2.28473, -3.38986], [-2.99089, 2.22832, -5.44457], [-1.41175, 2.79183, -4.64964], [-1.90485, 1.06323, -4.62497], [-3.78559, 1.99157, -3.45901], [-0.59170, 0.76230, -0.36425], [0.16139, -0.30624, 0.13302], [-0.72961, 1.52006, 0.40704], [-0.16798, 1.15812, -1.28723], [-1.57924, 0.38978, -0.63647], [-0.33054, -0.83144, 0.76845]],
  "relative_energy_kj_mol": 838.64,
  "molar_mass_g_mol": 833.092,
  "homo_lumo_gap_ev": 8.9,
  "max_force_ha_per_bohr": 0.0445,
  "homo_ev": -8.96
}